Entry 1:
The following is a quantum chemistry calculation of 12 unconnected molecules or ions with the total composition C25H49N5O32S4 in a non-equilibrium geometry, from OMol25.

spin multiplicity = 1
HOMO-LUMO gap = 9.530 eV
HOMO level = -0.3613 hartree

Cartesian coordinates (Å):
H 7.70331 -6.45915 4.49037
O -3.83410 8.41381 0.43823
H -3.58685 0.41620 5.54562
H 1.62660 -0.61611 2.18740
C 7.95670 -0.57701 -1.52802
C -10.46435 2.81604 1.12634
O -2.74282 -11.67990 4.14077
O -5.70232 0.11045 -3.74610
C -1.11755 -9.88536 3.51016
H 11.01174 -1.17319 5.08766
C 1.26491 -1.49160 0.20536
O -2.94009 6.51264 -7.70988
H -4.81924 -1.45992 4.36161
H -0.79702 7.69861 1.32237
C -1.75142 7.32968 0.94671
C -1.26107 -10.54266 1.21859
H 7.07746 -0.44490 -2.15855
O -2.98085 -2.48624 4.12990
O 6.85570 0.01672 5.00396
H 3.42251 6.72160 -4.83828
C -2.98437 -0.33734 5.03837
H 1.93188 -1.59697 -0.65030
N -2.98581 -4.69391 -2.92109
O 5.32384 -5.45949 3.24895
O -2.28962 -5.42109 -2.24768
H 4.81433 7.51027 -1.21088
H 2.39152 6.47805 -2.67942
O -2.40059 7.20064 -5.27855
H 0.55228 -10.33342 2.43068
S 0.16854 0.74667 -0.36769
N 5.73270 -6.47618 3.74097
H -8.66107 1.52300 1.01261
H -2.20259 6.75113 1.75282
H 2.95730 -0.29229 1.06090
O -7.17798 1.02266 -5.00606
H 3.02399 8.09930 -2.61709
H -1.65696 6.75949 0.02256
C -10.51511 4.25262 0.67701
C 3.31603 7.05409 -2.71881
O -1.22524 5.26645 -6.55102
O -2.50231 -1.23658 6.10117
C 1.87464 -0.37880 1.15286
H -6.91905 -2.01992 -5.29072
O -1.04204 1.42406 0.06876
H -0.11320 -8.84410 1.92276
H -1.48460 -4.39103 -4.17390
C 4.27288 6.65783 -1.62109
C -2.54345 -4.13993 -4.23617
O -2.13687 -11.32090 2.04487
N -6.67727 0.05053 -4.44209
H -10.98978 2.12023 0.47224
O 9.04698 -1.27272 4.47514
O 9.12520 -2.50531 -0.89125
C -7.38970 -1.29556 -4.62598
H -8.22289 3.06120 -0.71298
C 10.38646 -0.94673 4.22404
O -0.75374 7.72528 -7.16706
H -3.11406 4.74777 -8.75651
H -2.17453 0.24776 4.60257
H -8.37219 -0.99396 -4.98908
H -8.55556 2.81033 2.19583
O 0.72392 1.17952 -1.63086
N -2.57461 8.52068 0.52613
C 4.11551 7.06564 -4.07050
H -3.81607 -0.88326 3.09350
C -3.17801 5.11856 -7.73351
H -0.68706 -11.30092 0.68601
O 5.00549 -7.25674 4.37702
O -0.78748 -3.03173 5.41591
O 1.30105 0.86878 0.82010
C 10.47274 0.49091 3.93092
H -7.48514 4.03374 0.64481
O 5.15207 5.82767 -2.33256
H -1.77671 -9.88283 0.52085
N 8.02093 -2.03621 -1.13692
H -7.51154 -1.73051 -3.63397
C 7.18000 -6.73598 3.57516
O -9.38750 4.53074 0.06718
O -3.05678 -3.66595 6.39336
C -0.40199 -9.85515 2.20997
O -11.38001 5.12205 1.00502
H -2.63208 4.28584 -5.67432
H 10.63319 0.85484 2.91607
H -3.08367 -4.48960 -5.11594
S -1.77850 6.82173 -6.55651
H -0.46242 -9.87100 4.38119
O 8.74671 0.00544 6.65994
C 5.18216 6.06398 -3.59551
O -2.03428 9.52954 0.24622
S -2.21597 -2.78491 5.59141
H 8.01365 -0.06115 -0.56950
S 8.31016 -0.03842 5.28470
H -4.23261 4.96382 -7.50553
O 0.08978 -0.91181 -0.22591
C -2.32476 4.41577 -6.71199
H 11.20530 1.04509 4.51773
H -2.52999 -3.05282 -4.15795
H -1.78958 -9.02909 3.56730
H 4.54501 8.06683 -4.10592
O 5.94828 5.34633 -4.27629
H 7.37417 -7.77954 3.32740
H -10.85863 2.78771 2.14214
O 7.00845 -2.70957 -1.07035
C -2.04498 -11.05504 3.31874
C -8.39089 3.60347 0.21751
C -8.95430 2.55322 1.21450
O -4.17924 -4.46774 -2.70320
H 10.77448 -1.53898 3.39531
H -1.87325 3.49872 -7.09048
H 8.84045 -0.33489 -2.11833
H 7.62581 -6.16394 2.76145
C -3.77329 -1.30043 4.09960
H 1.12294 -2.43074 0.74012
O 9.20059 0.95706 4.34777
H 3.85973 6.06860 -0.80242

Cartesian forces, eV/Å:
H -0.302 -0.150 0.096
O 2.648 -0.813 0.521
H -0.339 -0.361 0.060
H -0.049 0.180 0.028
C 0.225 -0.708 -0.170
C 0.382 -0.286 1.159
O 2.114 1.775 -1.884
O 0.570 -0.385 0.418
C -0.980 0.529 0.488
H -0.158 -0.172 0.185
C 2.340 1.587 0.558
O 1.626 0.523 1.606
H 0.200 -0.303 0.640
H -0.069 0.100 -0.435
C 0.051 0.265 0.012
C 0.487 -1.296 -0.045
H -0.111 0.194 0.626
O 0.865 -1.069 0.474
O 4.277 -0.072 0.171
H 0.896 0.255 -0.459
C -0.611 -0.837 0.864
H 0.046 -0.431 -0.009
N -3.006 -0.576 -0.691
O -0.158 0.742 -0.409
O 0.307 0.699 -0.376
H 0.101 0.021 0.061
H 0.234 -0.275 -0.423
O 1.241 -1.247 -2.748
H 0.075 -0.463 -0.700
S 0.261 0.719 0.729
N -1.291 -0.831 0.743
H -0.007 0.148 -0.208
H -0.504 0.208 -0.415
H -0.087 -0.109 -0.098
O 0.221 -0.984 0.311
H -0.462 -0.057 0.531
H 0.164 -0.166 0.271
C -3.655 2.568 2.485
C -1.338 2.159 -0.089
O 1.320 3.108 0.068
O 0.515 -0.568 -0.557
C 0.345 -1.309 0.354
H 0.424 0.594 0.020
O 1.743 -1.843 -0.433
H -0.177 0.053 -0.138
H 0.028 -0.277 -1.003
C -0.404 0.310 -0.217
C 2.448 0.508 1.013
O -0.933 -0.560 -1.902
N -0.796 0.208 -1.077
H -0.063 0.196 -0.010
O -1.792 -0.605 0.900
O -0.269 0.776 -0.102
C -0.857 0.758 0.558
H 0.390 0.537 -0.315
C 1.735 -1.790 0.053
O -2.970 -2.940 1.926
H 0.805 0.088 0.024
H 0.292 -0.692 -0.358
H 0.171 -0.272 -0.163
H -0.312 -0.116 0.186
O -0.420 -1.167 1.430
N -4.151 -1.148 0.387
C -0.215 -1.187 3.157
H 0.478 -0.356 -0.169
C -2.551 -0.729 -0.368
H -0.086 0.297 -0.488
O 1.689 0.609 -0.801
O -2.937 0.452 0.001
O -1.256 0.284 -1.347
C -0.230 2.250 0.400
H -0.062 0.291 -0.510
O 1.013 -0.623 2.502
H -0.350 -0.159 0.254
N 0.659 -1.225 -0.074
H 0.286 0.066 -0.063
C 1.118 -0.637 -0.171
O -0.248 2.766 -1.080
O 1.805 1.410 -1.467
C 2.485 1.564 0.413
O 3.213 -3.324 -1.871
H -1.297 -0.344 -0.390
H -0.378 -0.586 -0.249
H -0.060 -0.249 0.596
S 1.362 2.341 -0.795
H -0.352 -0.321 -0.021
O -0.320 0.007 -1.616
C 2.231 -2.952 -5.058
O 1.860 1.544 -0.346
S -1.181 1.144 0.049
H -0.459 0.270 -0.297
S -0.487 -0.392 -1.051
H -0.126 0.054 0.263
O -2.563 1.868 -0.965
C 1.048 -0.717 0.430
H 0.222 -0.393 0.226
H -0.620 -0.057 0.011
H -0.120 0.162 0.343
H -0.035 -0.185 -0.892
O -1.885 2.375 1.007
H -0.400 -0.055 0.432
H -0.531 -0.199 -0.300
O -0.088 0.982 -0.196
C -2.163 -1.569 3.686
C 0.761 -2.948 0.541
C 0.132 0.374 -0.088
O 0.897 -0.028 0.451
H -0.436 -0.236 0.029
H -0.446 -0.147 0.013
H 0.029 -0.266 0.226
H -0.673 0.333 0.091
C 0.930 1.195 0.424
H -0.363 0.193 -0.196
O -2.430 1.983 0.925
H -0.147 0.140 -0.125


Entry 2:
The following is a quantum chemistry calculation of 6 unconnected molecules or ions with the total composition C15H40ClN5O5 in a non-equilibrium geometry, from OMol25.

spin multiplicity = 1
HOMO-LUMO gap = 5.669 eV
HOMO level = -0.5193 hartree
total charge = +4

Cartesian coordinates (Å):
O -3.25991 5.99218 0.87062
C -2.48822 -8.75057 -1.75830
O -1.46824 -9.16301 -2.28443
H -0.47159 6.79655 -0.46428
H -0.17152 4.87183 1.60581
H -4.24679 -9.56471 -0.96461
H -2.73080 -0.67137 5.23006
C 0.02344 5.86782 2.00342
H -0.12306 2.72275 -6.20380
C -3.88307 -9.35559 -1.97063
H 7.62827 1.90425 1.13213
H 7.95727 0.67930 0.08683
H -2.41578 -0.50714 -5.05592
O -1.74383 -0.65974 7.66161
H 0.74497 6.43253 1.41301
H 5.54855 0.78788 0.10172
H -0.49284 -6.60035 -1.63429
H 0.40005 5.80995 3.02466
H 9.70242 2.29358 -2.48952
H 8.11704 2.73863 -2.87162
H -4.29526 -1.65980 6.56264
C -1.51793 7.09186 -0.38632
H -3.33553 -3.27350 6.62371
C 8.37464 2.56170 -0.78502
H -0.49430 2.45423 -4.46411
H -1.76387 -5.57906 -2.00485
H -1.62121 8.17398 -0.30598
H 0.86476 -0.84407 6.73390
H -4.53346 -8.57116 -2.35762
C -3.56082 0.88162 -4.17338
N -1.29808 6.63663 2.12833
H 0.56295 1.35100 -5.43353
C -0.32660 1.98092 -5.43156
C -1.49349 -6.34926 -1.28250
N 7.54791 1.59861 0.17284
H 8.41443 1.13018 -2.31764
H -3.81292 0.23074 -3.33618
C 6.07250 1.64385 -0.32360
H -4.18694 0.64226 -5.03290
N -2.41306 -1.54650 5.62158
H -2.45344 -7.71070 -0.05329
C 0.09954 -1.57205 6.46448
O -2.07985 1.21559 -6.95412
N -2.60659 -7.44989 -1.01694
H -3.52234 -7.03659 -0.91359
H -1.41290 -5.72772 -0.39071
O 8.52777 3.74072 -0.37089
H 5.59693 2.57804 -0.02490
H -3.99065 -2.76711 5.12914
H -1.56732 0.27753 -3.94162
H 0.37108 -2.45653 7.04072
Cl -0.20525 0.01027 0.53208
H -1.15034 7.63522 2.16139
H 0.19613 -1.79303 5.40150
C -1.55165 1.22236 -5.89544
H 6.08977 1.51658 -1.40600
H -1.90674 6.36636 2.88766
C 8.68036 2.17066 -2.13122
C -2.05689 6.35003 0.79184
N -2.17754 0.41997 -4.73373
H -1.98940 -2.07955 4.87561
C -1.36486 -1.27015 6.74053
H -3.73945 1.94843 -4.03876
H -2.16646 6.80324 -1.21348
C -3.62970 -2.37562 6.08022
H -3.80029 -10.19534 -2.66061

Cartesian forces, eV/Å:
O 5.766 0.468 0.259
C 0.279 -2.660 -4.223
O -2.425 2.227 2.542
H 0.012 0.356 -0.814
H -0.043 0.151 0.019
H -0.370 -0.664 -0.106
H -0.082 0.514 -0.044
C -0.130 0.413 1.480
H -0.129 0.156 0.153
C 1.329 0.793 0.713
H 0.149 0.398 0.372
H -0.115 -0.628 0.052
H 0.177 -0.466 -0.528
O -1.055 0.017 0.745
H -0.368 -0.020 -0.072
H 0.065 0.155 0.115
H -0.380 -1.430 0.429
H 0.194 -0.255 -0.175
H 0.261 0.176 0.748
H -0.315 0.360 0.343
H -0.081 -0.662 0.179
C 0.429 -1.325 0.042
H 0.202 0.583 0.533
C 0.150 7.060 3.158
H 0.105 -0.123 0.003
H -1.020 -0.648 -0.392
H 0.073 0.039 0.547
H -0.813 0.561 0.218
H -0.040 -0.027 -0.260
C -0.285 -0.474 -1.834
N 0.416 -1.456 -2.493
H -0.128 -0.297 0.338
C -0.376 0.068 -0.940
C -0.590 1.376 0.105
N -0.340 1.057 -2.175
H 0.102 -0.178 -0.054
H 0.187 0.369 0.018
C 0.677 -0.743 0.312
H -0.419 -0.107 0.280
N 0.294 -1.761 0.794
H 0.522 -0.341 0.750
C -0.633 -1.237 -0.994
O 0.168 -0.417 1.157
N 3.470 1.686 0.612
H -0.645 0.136 -1.004
H 0.039 -0.609 0.378
O -0.795 -5.689 -1.044
H 0.397 -0.069 -0.021
H -0.677 0.308 0.171
H 0.724 0.268 0.241
H -0.095 -0.267 -0.089
Cl -0.130 0.053 -0.073
H 0.176 0.506 0.185
H 0.346 -0.172 0.007
C 0.495 0.945 -0.260
H 0.047 0.180 0.127
H -0.116 -0.383 0.467
C -0.133 -2.113 -1.932
C -6.953 1.753 0.795
N -1.452 0.180 0.992
H 0.411 0.046 -0.418
C 1.740 1.641 -0.011
H 0.942 -0.084 0.435
H 0.504 -0.145 -0.192
C 0.475 0.472 -1.087
H -0.188 -0.018 0.424


Which value of HOMO-LUMO gap does entry 1 give? 9.530 eV


HOMO-LUMO gap of number 1 (C25H49N5O32S4)? 9.530 eV


Which of these has the lowest HOMO level? C15H40ClN5O5


Look up the HOMO-LUMO gap of the second one. 5.669 eV